#A
Computed, not measured: C2H3F2OP in the gas phase, with wB97M-V/def2-TZVPD.

Values from the calculation:
- SMILES = CC(F)(F)P=O
- gap between HOMO and LUMO (eV) = 8.50
- M (g mol⁻¹) = 112.0
- lowest unoccupied orbital energy (eV) = -1.26

```
! wB97M-V def2-TZVPD RIJCOSX def2/J DEFGRID3
* xyz 0 1
C -0.8186 -0.1017 -0.3302
C 0.4270 0.6510 0.1128
O 0.9916 -1.9278 0.6434
F 1.0121 1.0314 -1.0738
F 0.0987 1.6884 0.8777
P 1.6067 -0.6512 0.9571
H -1.4127 0.4677 -1.1202
H -1.3382 -0.1564 0.6116
H -0.5665 -1.0013 -0.6784
*
```

=====

#B
Computed, not measured: C2H3F2OP in the gas phase, with wB97M-V/def2-TZVPD.

Values from the calculation:
- SMILES = CC(F)(F)P=O
- gap between HOMO and LUMO (eV) = 8.81
- M (g mol⁻¹) = 112.0
- lowest unoccupied orbital energy (eV) = -1.06

```
! wB97M-V def2-TZVPD RIJCOSX def2/J DEFGRID3
* xyz 0 1
C 1.2391 0.1071 -0.0732
C -0.3069 -0.2138 0.0814
O -2.7742 0.8472 0.1767
F -0.5753 -1.4933 -0.3726
F -0.6654 -0.2177 1.3971
P -1.7326 0.6198 -0.8738
H 1.7317 -0.1289 0.9084
H 1.5436 1.1377 -0.4363
H 1.5401 -0.6579 -0.8077
*
```

=====

#B (0.0032 hartree below the next structure)

=====

#A
Computed, not measured: C3H6N4O2 in the gas phase, with wB97M-V/def2-TZVPD.

Values from the calculation:
- SMILES = C[C@H]1N=NCN1[N+](=O)[O-]
- gap between HOMO and LUMO (eV) = 10.63
- M (g mol⁻¹) = 130.1
- lowest unoccupied orbital energy (eV) = 0.21

```
! wB97M-V def2-TZVPD RIJCOSX def2/J DEFGRID3
* xyz 0 1
C 0.7044 1.6411 0.0443
C 0.1362 -0.5656 0.5460
C 0.2987 -1.9017 -0.0612
N 1.4727 1.0649 1.1324
N 1.2118 -0.1292 1.3296
N -0.1501 0.5038 -0.3969
N -1.3747 0.7267 -0.8120
O -1.5797 1.7929 -1.3381
O -2.1177 -0.2107 -0.7433
H -0.0223 2.3722 0.5500
H 1.1130 2.1184 -0.8290
H -0.6558 -0.6789 1.1981
H 1.3473 -1.8691 -0.4109
H -0.4808 -2.1475 -0.8221
H 0.0968 -2.7173 0.6130
*
```

=====

#B
Computed, not measured: C3H6N4O2 in the gas phase, with wB97M-V/def2-TZVPD.

Values from the calculation:
- SMILES = CN/N=c1/[nH]c(=O)[nH]o1
- gap between HOMO and LUMO (eV) = 9.18
- M (g mol⁻¹) = 130.1
- lowest unoccupied orbital energy (eV) = 0.60

```
! wB97M-V def2-TZVPD RIJCOSX def2/J DEFGRID3
* xyz 0 1
C -2.7002 2.1796 1.0154
C 0.0227 0.2708 0.2173
C 1.5827 -1.3753 -0.2652
H -2.2433 3.3291 1.2552
H -2.7066 1.5764 2.1099
H -3.5038 2.3282 0.2325
H -2.3377 0.9946 -0.5510
H 2.0407 -0.1492 1.2861
H 0.3139 -2.2024 -1.5440
N -1.7693 1.5418 0.1411
N -0.7676 1.0128 0.7099
N 1.2694 -0.3300 0.6315
N 0.7411 -1.2700 -1.4173
O 2.3782 -2.3286 0.0862
O -0.0419 -0.0475 -1.2175
*
```

=====

#C
Computed, not measured: C3H6N4O2 in the gas phase, with wB97M-V/def2-TZVPD.

Values from the calculation:
- SMILES = [H]/N=c1/cc(O)n(O)n1N
- gap between HOMO and LUMO (eV) = 9.44
- M (g mol⁻¹) = 130.1
- lowest unoccupied orbital energy (eV) = 0.53

```
! wB97M-V def2-TZVPD RIJCOSX def2/J DEFGRID3
* xyz 0 1
C -0.3174 -1.3634 0.4279
C -1.2168 -0.4209 0.8059
C -0.9928 0.7753 -0.0067
H 1.6457 1.4517 -0.7097
H 1.2595 0.9852 -2.2173
H 2.3617 -0.7573 0.4657
H -0.7040 -2.9534 1.3645
H -2.0226 -0.3613 1.5165
H -1.3674 2.6511 -0.3406
N 0.8939 1.3865 -1.3784
N 0.0087 0.4456 -0.9698
N 0.6457 -0.7582 -0.4599
N -1.6543 1.8355 0.1780
O 1.5246 -0.2762 0.5968
O -0.0646 -2.6401 0.7270
*
```

=====

#C (0.0296 hartree below the next structure)

=====

#A
Computed, not measured: H2N3P3 in the gas phase, with wB97M-V/def2-TZVPD.

Values from the calculation:
- SMILES = [H]/N=P/[P@@]12=P(=N1)N2
- gap between HOMO and LUMO (eV) = 7.47
- M (g mol⁻¹) = 137.0
- lowest unoccupied orbital energy (eV) = -0.63

```
! wB97M-V def2-TZVPD RIJCOSX def2/J DEFGRID3
* xyz 0 1
N 0.2155 -1.5123 0.0054
N 0.5353 1.1395 0.3401
N -1.2072 0.8432 -1.0480
P -0.9717 -1.2257 0.8804
P -1.1636 1.1553 0.5241
P 0.4032 0.8231 -1.3286
H 0.7491 -2.2788 -0.3147
H 1.4394 1.0557 0.9413
*
```

=====

#B
Computed, not measured: H2N3P3 in the gas phase, with wB97M-V/def2-TZVPD.

Values from the calculation:
- SMILES = [H]/N=P/N1P2#P1N2
- gap between HOMO and LUMO (eV) = 7.71
- M (g mol⁻¹) = 137.0
- lowest unoccupied orbital energy (eV) = -0.33

```
! wB97M-V def2-TZVPD RIJCOSX def2/J DEFGRID3
* xyz 0 1
N -1.2591 1.0564 -0.8865
N 0.9149 -0.3284 1.0895
N -0.4739 1.5225 1.6202
P -1.9098 0.7555 0.4798
P 0.6553 0.6384 2.5596
P 1.0257 1.4453 0.7010
H -1.4168 0.7692 -1.8013
H 1.7951 -0.8008 0.8739
*
```

=====

#A (0.0117 hartree below the next structure)

=====

#A
Computed, not measured: C5H12O2 in the gas phase, with wB97M-V/def2-TZVPD.

Values from the calculation:
- SMILES = CC[C@@H](O)[C@@H](C)O
- gap between HOMO and LUMO (eV) = 10.88
- M (g mol⁻¹) = 104.1
- lowest unoccupied orbital energy (eV) = 0.93

```
! wB97M-V def2-TZVPD RIJCOSX def2/J DEFGRID3
* xyz 0 1
C -2.1281 -0.4628 -1.2792
C -1.2556 -0.6675 -0.0284
C -0.1106 0.3783 -0.0040
O -0.6875 1.6659 0.2838
C 1.2098 0.3196 0.8004
C 2.1785 -0.8393 0.5791
O 1.9393 1.4071 0.2020
H -2.4933 0.5687 -1.3173
H -1.5355 -0.6296 -2.1839
H -3.0022 -1.1254 -1.3225
H -1.8883 -0.5147 0.8644
H -0.9328 -1.7150 0.0387
H 0.4298 0.5714 -0.9454
H -1.5761 1.5659 0.6438
H 1.0633 0.5440 1.8649
H 2.1530 -1.2021 -0.4547
H 3.1539 -0.3659 0.7201
H 2.1086 -1.6858 1.2676
H 1.3739 2.1870 0.2705
*
```

=====

#B
Computed, not measured: 2 unconnected molecules or ions with the total composition C5H12O2, with wB97M-V/def2-TZVPD.

Values from the calculation:
- SMILES = CCCCC=O.O
- gap between HOMO and LUMO (eV) = 10.87
- M (g mol⁻¹) = 104.1
- lowest unoccupied orbital energy (eV) = 0.86

```
! wB97M-V def2-TZVPD RIJCOSX def2/J DEFGRID3
* xyz 0 1
O 1.9895 0.6728 0.8093
C 1.4907 0.2800 1.8428
C 0.1909 -0.4694 1.7503
C -0.7312 0.1825 0.7114
C -0.6959 -0.2845 -0.7840
C -1.3333 -1.6276 -0.9568
H 2.0132 0.4930 2.7883
H -0.2949 -0.2927 2.7268
H 0.3557 -1.5520 1.5376
H -0.3856 1.2215 0.7587
H -1.7843 0.2456 1.0163
H 0.3187 -0.1126 -1.1025
H -1.1204 0.5556 -1.3629
H -2.3764 -1.4564 -1.2923
H -1.3696 -2.1721 0.0008
H -0.9345 -2.2069 -1.7812
H 1.2199 1.9897 -2.9311
H 1.9724 1.9972 -1.5462
O 1.4749 2.5362 -2.1853
*
```

=====

#C
Computed, not measured: C5H12O2 in the gas phase, with wB97M-V/def2-TZVPD.

Values from the calculation:
- SMILES = CC[C@@H](O)[C@@H](C)O
- gap between HOMO and LUMO (eV) = 10.84
- M (g mol⁻¹) = 104.1
- lowest unoccupied orbital energy (eV) = 0.80

```
! wB97M-V def2-TZVPD RIJCOSX def2/J DEFGRID3
* xyz 0 1
C 2.1286 -0.0052 1.5454
C 0.9041 0.6989 0.9825
C 0.4136 0.1354 -0.3661
O 0.7385 -1.2239 -0.5381
C -1.1073 0.2938 -0.4656
C -1.6620 -0.1047 -1.8210
O -1.6115 -0.5783 0.5513
H 2.0684 -1.1014 1.4826
H 3.0422 0.2794 1.0139
H 2.2447 0.2617 2.5967
H 0.0805 0.6360 1.7036
H 1.1036 1.7779 0.8620
H 0.8952 0.6648 -1.1965
H 0.0918 -1.7030 0.0002
H -1.3730 1.3368 -0.2294
H -1.2850 -1.0926 -2.1025
H -2.7578 -0.1368 -1.7895
H -1.3733 0.6131 -2.5942
H -2.5413 -0.7518 0.3647
*
```

=====

#D
Computed, not measured: 3 unconnected molecules or ions with the total composition C5H12O2, with wB97M-V/def2-TZVPD.

Values from the calculation:
- gap between HOMO and LUMO (alpha / beta) (eV) = 6.14 / 6.13
- M (g mol⁻¹) = 104.1
- lowest unoccupied orbital energy (alpha / beta) (eV) = -0.37 / -0.37

```
! wB97M-V def2-TZVPD RIJCOSX def2/J DEFGRID3
* xyz 0 1
C 1.5438 -1.5101 -0.9876
C 0.9032 2.5792 0.2822
C 0.3939 1.2618 0.8654
O 0.3477 -0.7448 -1.0162
O 0.1455 1.1773 2.0440
H 2.3760 -0.9721 -1.4536
H 1.8801 -1.7619 0.0263
H 1.4251 -2.4431 -1.5397
H 0.2199 2.8859 -0.5145
H 0.9921 3.3553 1.0473
H 1.8685 2.3862 -0.1949
C -1.0058 -1.2351 0.4498
C -2.2693 -0.5879 0.0235
H -3.1148 -1.1573 0.4360
H -0.8891 -2.2807 0.1884
H -0.5483 -0.9003 1.3709
H 0.4436 0.1188 -0.3500
H -2.3770 -0.6070 -1.0618
H -2.3350 0.4359 0.3845
*
```

=====

#C (0.0207 hartree below the next structure)

=====

#A
Computed, not measured: C5H12O2 in the gas phase, with wB97M-V/def2-TZVPD.

Values from the calculation:
- SMILES = CCOCCOC
- gap between HOMO and LUMO (eV) = 10.86
- M (g mol⁻¹) = 104.1
- lowest unoccupied orbital energy (eV) = 1.11

```
! wB97M-V def2-TZVPD RIJCOSX def2/J DEFGRID3
* xyz 0 1
C 3.0267 0.8972 -0.6343
C 2.2856 -0.3058 -0.0851
O 0.9895 -0.2887 -0.6363
C -0.0325 -0.8512 0.1483
C -1.3056 -0.1566 -0.2976
O -2.3476 -0.4667 0.5877
C -3.5119 0.2479 0.2661
H 2.5487 1.8190 -0.2894
H 2.9971 0.8886 -1.7279
H 4.0711 0.8953 -0.3086
H 2.2307 -0.2477 1.0131
H 2.8056 -1.2424 -0.3407
H -0.1003 -1.9426 0.0174
H 0.1313 -0.6505 1.2182
H -1.1057 0.9271 -0.3038
H -1.5577 -0.4504 -1.3299
H -3.9096 -0.0523 -0.7161
H -3.3178 1.3325 0.2397
H -4.2561 0.0367 1.0369
*
```

=====

#B
Computed, not measured: a molecular structure, C5H12O2, with wB97M-V/def2-TZVPD.

Values from the calculation:
- gap between HOMO and LUMO (eV) = 9.01
- M (g mol⁻¹) = 104.1
- lowest unoccupied orbital energy (eV) = 0.77

```
! wB97M-V def2-TZVPD RIJCOSX def2/J DEFGRID3
* xyz 0 1
O 0.2574 1.6263 0.6818
C 1.1923 0.9272 0.3650
C 1.2848 -0.4984 0.8218
C 0.0103 -1.3016 0.4809
C -0.5177 -1.1874 -0.9575
C 0.9869 -0.4218 -2.0444
H 2.1452 1.3748 0.0521
H 1.2942 -0.4030 1.9148
H 2.1746 -1.0061 0.4708
H -0.7544 -0.9951 1.1886
H 0.2579 -2.3350 0.7337
H -1.0741 -0.2609 -1.0346
H -1.2598 -1.9788 -1.0966
H 0.1449 -1.3664 -1.9179
H 0.4591 0.5078 -2.2433
H 1.4044 -0.7582 -2.9967
H -1.3933 1.1576 0.7819
H -2.7926 1.7925 0.9550
O -2.3532 0.9529 0.8596
*
```

=====

#C
Computed, not measured: a molecular structure, C5H12O2, with wB97M-V/def2-TZVPD.

Values from the calculation:
- gap between HOMO and LUMO (eV) = 9.48
- M (g mol⁻¹) = 104.1
- lowest unoccupied orbital energy (eV) = 0.76

```
! wB97M-V def2-TZVPD RIJCOSX def2/J DEFGRID3
* xyz 0 1
C 2.6555 -0.4331 0.3678
C 1.7294 -0.2813 -0.6889
C 0.0220 -0.1823 0.4381
O 0.6531 0.2777 1.6120
C -0.7959 0.6491 -0.5734
C -2.2515 0.2053 -0.5169
O -2.7399 0.5305 0.7730
H 3.4944 0.2598 0.4270
H 1.8979 0.0126 1.2966
H 2.9110 -1.4581 0.6454
H 1.4324 -1.1026 -1.3346
H 1.6979 0.6965 -1.1697
H -0.1034 -1.2701 0.3638
H -0.7388 -0.0015 1.3385
H -0.4395 0.5266 -1.6032
H -0.7229 1.7107 -0.3121
H -2.2969 -0.8836 -0.6872
H -2.8427 0.6919 -1.3057
H -3.5621 0.0520 0.9294
*
```

=====

#D
Computed, not measured: 2 unconnected molecules or ions with the total composition C5H12O2, with wB97M-V/def2-TZVPD.

Values from the calculation:
- SMILES = C=C[C@@H](C)O.CO
- gap between HOMO and LUMO (eV) = 10.23
- M (g mol⁻¹) = 104.1
- lowest unoccupied orbital energy (eV) = 0.74

```
! wB97M-V def2-TZVPD RIJCOSX def2/J DEFGRID3
* xyz 0 1
C 2.0590 -1.0072 1.1835
C 0.5230 1.6640 0.7610
C 0.1056 1.0423 -0.3329
O 1.3139 -1.4493 0.0804
C -1.2722 0.4315 -0.4268
C -1.5813 -0.1442 -1.8029
O -1.3333 -0.5869 0.5843
H 2.6772 -1.8200 1.5548
H 2.7261 -0.1766 0.9285
H 1.4201 -0.6621 1.9961
H -0.1218 1.7805 1.6223
H 1.5280 2.0579 0.8313
H 0.7569 0.9322 -1.1940
H 0.3733 -1.3802 0.3028
H -2.0096 1.2065 -0.1771
H -0.9225 -0.9962 -1.9974
H -2.6251 -0.4759 -1.8675
H -1.4211 0.6022 -2.5893
H -2.1961 -1.0184 0.5429
*
```

=====

#A (0.0091 hartree below the next structure)

=====

#A
Computed, not measured: C6H4O in the gas phase, with wB97M-V/def2-TZVPD.

Values from the calculation:
- SMILES = C#Cc1ccco1
- gap between HOMO and LUMO (eV) = 9.61
- M (g mol⁻¹) = 92.1
- lowest unoccupied orbital energy (eV) = 1.04

```
! wB97M-V def2-TZVPD RIJCOSX def2/J DEFGRID3
* xyz 0 1
C -0.3427 -1.9769 -2.2232
C -0.3669 -1.0337 -1.4644
C -0.2313 -0.0714 -0.4129
C -0.7033 -0.0542 0.8674
C 0.0657 0.9201 1.5830
C 0.9057 1.4563 0.6587
O 0.7345 0.8821 -0.5525
H -0.3310 -2.7772 -2.9351
H -1.4725 -0.7113 1.2426
H 0.0521 1.1114 2.6559
H 1.6757 2.2131 0.6991
*
```

=====

#B
Computed, not measured: a molecular structure, C6H4O, with wB97M-V/def2-TZVPD.

Values from the calculation:
- gap between HOMO and LUMO (eV) = 9.94
- M (g mol⁻¹) = 92.1
- lowest unoccupied orbital energy (eV) = 0.78

```
! wB97M-V def2-TZVPD RIJCOSX def2/J DEFGRID3
* xyz 0 1
C -1.4829 -2.8220 -0.5563
C -0.8641 -1.7161 -0.4663
C -0.2333 -0.4862 -0.0758
C 0.8267 0.2135 -0.5651
C 0.9520 1.3692 0.2650
C -0.0363 1.2706 1.1906
O -0.7720 0.1555 0.9949
H -1.1807 -1.9611 -1.5895
H 1.4436 -0.0672 -1.4079
H 1.6849 2.1593 0.1842
H -0.3379 1.8846 2.0260
*
```

=====

#A (0.0680 hartree below the next structure)